The following is a quantum chemistry calculation of 4 unconnected molecules or ions with the total composition C43H88BrF5N9O9 at a distorted geometry, from OMol25.

Atoms and positions in Å:
O (-7.631, 0.128, 6.061)
H (1.779, 10.132, 3.674)
H (2.544, -4.877, -9.714)
F (0.926, 2.842, -2.074)
H (-0.454, 6.522, 3.848)
H (-6.321, 1.748, 6.004)
C (-1.065, 0.302, 1.056)
H (3.968, -3.772, 1.800)
O (-0.230, 9.825, 3.212)
H (-7.535, -1.358, 3.959)
H (4.633, -3.060, -3.481)
C (-7.674, -0.301, 3.694)
N (1.477, 8.088, 1.544)
H (0.480, -2.808, -8.357)
C (2.043, -2.111, -10.550)
C (0.886, 2.612, -3.382)
N (1.407, 0.243, 2.285)
H (-1.083, -2.370, -1.797)
H (1.630, 8.219, 2.535)
C (-1.723, -4.622, 3.218)
H (1.441, -0.722, 2.574)
C (2.733, -0.028, 0.120)
H (-3.118, -4.223, -0.829)
H (-0.086, 5.694, 1.867)
C (0.123, 8.522, 1.218)
H (-1.751, -0.180, 3.043)
H (-1.124, 10.240, 1.429)
O (1.229, -4.900, -7.037)
C (-3.025, -4.834, 1.202)
C (2.710, -1.635, -9.264)
C (2.384, -5.587, -6.584)
H (0.346, 1.800, 4.027)
C (1.385, 2.107, 3.970)
H (0.533, 5.936, 5.196)
H (0.651, -2.056, 0.489)
H (1.823, -3.420, -5.693)
C (-1.310, -3.373, 0.045)
H (-5.877, 0.451, 4.247)
H (0.775, 11.606, 3.580)
H (-4.070, -5.114, 1.069)
H (0.955, -2.203, -10.450)
H (2.947, 0.664, 3.708)
C (-2.769, -3.793, 0.104)
H (2.876, -3.407, -8.298)
C (3.632, -1.717, 1.717)
H (-2.273, -1.314, 1.792)
H (-1.883, 0.369, 0.344)
H (6.542, -1.153, 0.784)
H (-0.738, -4.160, -0.440)
O (1.341, 5.565, 3.366)
H (-8.475, 1.447, 4.680)
N (-0.719, -5.153, 2.645)
H (1.296, 4.653, 1.573)
N (3.784, -0.506, 0.954)
H (2.367, -6.589, -7.008)
C (1.637, 0.190, -3.506)
H (-2.449, -5.734, 1.049)
H (0.056, 0.568, -0.586)
C (2.026, 2.258, 5.345)
C (-5.587, -0.365, 2.421)
H (1.360, 1.516, 0.787)
H (-6.161, -0.491, 1.498)
H (6.976, 0.512, 0.309)
C (0.568, 6.404, 4.212)
F (-0.938, 1.567, 1.526)
H (-4.739, 0.286, 2.179)
H (3.781, -1.550, -9.460)
C (1.592, -2.866, -1.800)
C (1.001, 5.623, 1.994)
C (1.090, -3.599, -6.484)
C (5.030, 0.233, 1.169)
H (-3.069, -3.310, 2.613)
H (-5.505, -2.358, 5.228)
H (0.343, -1.524, -3.323)
F (0.195, 1.246, -5.097)
H (-0.633, 7.835, 1.622)
H (0.602, 10.615, 1.468)
H (1.406, 3.101, 3.530)
C (-8.355, 0.376, 4.862)
H (3.102, 2.361, 5.250)
H (2.217, -1.342, -11.307)
C (0.788, 10.554, 3.875)
H (-1.824, -3.246, 4.654)
H (0.037, -5.325, 3.295)
H (-0.186, -0.155, -2.430)
H (5.845, -0.504, -0.667)
O (2.567, -0.886, -0.976)
C (0.914, 1.410, -3.962)
H (1.903, -3.478, -0.958)
H (-4.488, -2.123, 1.971)
H (2.352, -0.627, -9.031)
H (-0.891, -4.504, 5.044)
C (-1.076, -2.069, -0.759)
H (-0.943, -3.293, 1.063)
H (2.586, 0.414, -3.041)
H (0.010, 8.557, 0.131)
C (3.533, -3.084, 1.087)
H (-3.859, -2.168, 5.846)
C (2.603, -3.024, -2.925)
H (-5.807, -2.447, 3.071)
C (-4.616, -1.727, 5.197)
F (0.735, 3.729, -4.082)
H (1.570, 6.546, 0.142)
O (3.659, -1.650, 2.935)
C (-7.082, 1.295, 6.648)
C (4.065, -2.971, -2.557)
C (-5.024, -1.721, 2.837)
C (-0.152, 9.894, 1.793)
H (2.758, 1.811, 2.391)
O (-4.066, -1.650, 3.883)
Br (3.444, 1.675, -0.731)
H (-7.861, 2.031, 6.862)
H (-8.323, -0.250, 2.816)
C (-1.463, -0.684, 2.131)
H (-4.849, -0.735, 5.587)
H (0.958, -4.388, -10.379)
H (1.787, 1.426, 5.998)
H (1.867, -0.321, -4.438)
H (-0.631, -1.338, 2.373)
O (5.175, 1.086, 2.023)
C (2.022, -4.504, -10.600)
H (2.484, -3.355, 1.006)
C (0.234, -1.436, -0.303)
C (6.194, -0.228, 0.323)
N (-1.763, -4.259, 4.593)
H (1.682, 3.173, 5.815)
F (2.387, -4.310, -3.427)
H (4.076, -3.185, 0.158)
H (2.821, 6.535, 1.373)
H (2.430, -2.362, -3.769)
H (3.297, -5.083, -6.920)
H (-3.389, -2.928, 0.343)
N (2.561, -2.472, -8.075)
H (0.915, -1.573, -7.156)
H (-9.352, -0.056, 4.986)
C (1.437, 0.443, 0.890)
H (2.130, -5.253, -11.384)
H (0.091, -3.544, -6.035)
N (0.147, -0.039, 0.236)
C (1.197, -2.548, -7.567)
C (2.225, 1.165, 3.078)
H (-6.614, 1.002, 7.586)
H (4.344, -3.837, -1.968)
H (1.033, 7.385, 4.334)
O (2.599, -3.301, -11.074)
H (0.687, -3.324, -2.178)
C (0.703, -0.737, -2.677)
H (0.594, 10.490, 4.944)
C (1.315, -1.403, -1.394)
H (2.389, -5.667, -5.495)
H (4.372, -2.042, -2.095)
N (-2.910, -4.310, 2.566)
H (-1.963, -1.459, -0.608)
N (-6.403, 0.351, 3.388)
C (1.752, 6.696, 1.212)

* LUMO level: -0.1058 hartree
* HOMO-LUMO gap: 7.343 eV
* HOMO level: -10.2 eV
* net charge: +1
* E: -5934.0411 hartree

Here are the Mulliken charges for atoms 1 to 99, given in e:
1 O -0.3479
2 H 0.3173
3 H 0.1789
4 F -0.0444
5 H 0.3452
6 H 0.3073
7 C -0.2425
8 H 0.6027
9 O -0.3490
10 H 0.1937
11 H 0.5551
12 C -0.1480
13 N -0.3069
14 H 0.2655
15 C -0.5010
16 C 0.1046
17 N 0.3415
18 H 0.5991
19 H 0.1252
20 C 0.4545
21 H 0.5314
22 C -0.7689
23 H 0.4272
24 H 0.2616
25 C -0.1826
26 H 0.7741
27 H 0.3941
28 O -0.3932
29 C -1.1263
30 C -0.6954
31 C -0.5609
32 H 0.2368
33 C 0.5636
34 H 0.2735
35 H 0.2725
36 H 0.0966
37 C -0.4529
38 H 0.0822
39 H 0.3527
40 H 0.4919
41 H 0.3510
42 H 0.3831
43 C -0.6073
44 H 0.0930
45 C 0.2412
46 H -0.8765
47 H 0.7092
48 H 0.3241
49 H 0.6474
50 O -0.3674
51 H 0.4180
52 N -0.6208
53 H -0.1873
54 N 1.4138
55 H 0.2949
56 C -0.0881
57 H 0.4531
58 H 0.8203
59 C -1.5829
60 C -1.1210
61 H 0.6658
62 H 0.4331
63 H 0.3930
64 C -0.7095
65 F -0.4400
66 H 0.3290
67 H 0.3876
68 C -1.4046
69 C 0.3773
70 C -0.4750
71 C 0.0426
72 H -0.3700
73 H 0.3408
74 H 0.7557
75 F -0.3126
76 H 0.1819
77 H 0.4141
78 H -0.4404
79 C -0.8127
80 H 0.4030
81 H 0.3560
82 C -0.7398
83 H 0.2438
84 H 0.1992
85 H 0.6594
86 H 0.2127
87 O 0.2618
88 C -0.3488
89 H 0.9430
90 H -0.6315
91 H 0.3780
92 H 0.2905
93 C -1.7885
94 H -0.1659
95 H 0.2385
96 H 0.3686
97 C -0.8580
98 H 0.3567
99 C 1.2596